ORCA calculation (ωB97M-V/def2-TZVPD) on 8 unconnected molecules or ions with the total composition C18H26BrN8O3.

Results
charge: -1
frontier orbital gap: 6.9759 eV
molar mass: 482.4 Da
total energy: -3939.2949 Eh
HOMO level: -4.49 eV

The geometry in XYZ format:
```
56
C18H26BrN8O3 ωB97M-V/def2-TZVPD
N 0.222 -0.137 0.515
C -0.703 -0.969 1.316
C -0.101 -2.305 1.762
C 0.242 -3.249 0.631
O 1.050 -4.113 0.688
Br -0.712 -3.044 -1.090
C -1.197 -0.150 2.534
O -2.309 0.420 2.445
O -0.412 -0.089 3.510
H 0.558 0.584 1.139
H 1.001 -0.697 0.192
H -1.579 -1.177 0.696
H -0.797 -2.784 2.452
H 0.846 -2.113 2.264
C 4.718 0.316 -0.264
C 3.752 -0.524 0.439
N 2.967 -1.179 0.961
H 4.593 1.353 0.042
H 5.730 -0.011 -0.033
H 4.555 0.230 -1.337
C -3.175 2.322 0.347
C -3.013 1.110 -0.452
N -2.865 0.156 -1.075
H -3.957 2.944 -0.086
H -3.437 2.051 1.367
H -2.242 2.878 0.362
C -0.195 5.241 2.543
C -0.007 4.034 1.740
N 0.125 3.088 1.106
H -0.993 5.847 2.116
H -0.464 4.963 3.561
H 0.725 5.821 2.561
C -2.670 4.119 -3.568
C -3.347 4.714 -2.418
N -3.883 5.142 -1.498
H -1.608 4.353 -3.531
H -2.796 3.037 -3.545
H -3.093 4.512 -4.490
C 4.515 -3.542 -0.450
C 5.610 -2.668 -0.876
N 6.489 -1.996 -1.185
H 3.574 -2.998 -0.477
H 4.451 -4.402 -1.115
H 4.695 -3.888 0.566
C -5.114 -1.127 2.276
C -4.439 -2.391 1.992
N -3.897 -3.379 1.777
H -4.933 -0.429 1.461
H -6.185 -1.297 2.385
H -4.713 -0.700 3.193
C 2.224 -3.299 -4.243
C 2.772 -2.360 -3.262
N 3.164 -1.614 -2.482
H 1.990 -2.772 -5.165
H 2.952 -4.081 -4.452
H 1.314 -3.749 -3.847
```

---

ORCA calculation (ωB97M-V/def2-TZVPD) on 2 unconnected molecules or ions with the total composition C18H26Cl3N3O2.

Results
frontier orbital gap: 8.9818 eV
molar mass: 422.8 Da
total energy: -2396.8234 Eh
HOMO level: -8.97 eV

The geometry in XYZ format:
```
52
C18H26Cl3N3O2 ωB97M-V/def2-TZVPD
C 4.557 -1.996 -0.021
C 4.158 -1.850 -1.483
O 4.903 -2.759 -2.308
C 2.699 -2.162 -1.790
C 1.719 -1.353 -0.978
C 1.403 -0.088 -1.398
C 0.500 0.724 -0.693
N 0.206 1.974 -1.155
C -0.659 2.672 -0.469
C -1.039 4.039 -0.965
C -2.377 4.076 -1.736
O -2.630 2.760 -2.204
C -3.550 4.647 -0.921
N -4.209 3.652 -0.064
C -1.241 2.150 0.732
N -0.973 0.967 1.207
C -0.091 0.216 0.483
C 0.237 -1.082 0.908
C 1.112 -1.865 0.207
C 1.359 -3.279 0.668
C 0.406 -4.248 -0.049
C -0.983 -4.320 0.586
Cl 1.147 -5.874 -0.144
H 5.512 -1.499 0.157
H 4.684 -3.056 0.210
H 3.809 -1.566 0.644
H 4.392 -0.833 -1.819
H 5.840 -2.613 -2.142
H 2.538 -3.234 -1.669
H 2.542 -1.935 -2.846
H 1.847 0.314 -2.302
H -0.240 4.364 -1.630
H -1.094 4.740 -0.130
H -2.244 4.723 -2.611
H -3.560 2.676 -2.437
H -3.188 5.474 -0.307
H -4.272 5.067 -1.628
H -4.184 3.936 0.904
H -5.181 3.541 -0.311
H -1.947 2.767 1.281
H -0.240 -1.448 1.811
H 2.384 -3.589 0.474
H 1.193 -3.347 1.744
H 0.293 -3.897 -1.075
H -1.657 -3.617 0.095
H -0.950 -4.069 1.646
H -1.402 -5.318 0.475
C -2.203 1.077 4.505
Cl -3.137 -0.321 5.048
Cl -2.644 2.556 5.374
H -1.153 0.878 4.679
H -2.387 1.226 3.448
```

---

ORCA calculation (ωB97M-V/def2-TZVPD) on a molecular structure, C18H26Cl3O7Sr.

Results
charge: +1
frontier orbital gap: 7.2562 eV
molar mass: 548.4 Da
total energy: -2639.3289 Eh
HOMO level: -9.58 eV

The geometry in XYZ format:
```
55
C18H26Cl3O7Sr ωB97M-V/def2-TZVPD
Sr -0.074 -0.041 -0.052
C -2.188 -0.470 -2.656
C -1.718 -1.824 -2.149
O -0.306 -1.785 -1.904
C 0.242 -3.031 -1.452
C 1.640 -2.813 -0.906
O 1.543 -1.903 0.187
C 2.642 -1.791 1.090
C 2.396 -0.536 1.927
O 1.035 -0.366 2.318
C 0.492 -1.265 3.279
C -0.396 -2.306 2.615
O -1.308 -1.723 1.676
C -2.573 -1.275 2.179
C -2.638 0.239 2.217
O -2.275 0.784 0.949
C -3.333 1.032 0.021
C -2.704 1.521 -1.266
O -1.756 0.576 -1.781
H -3.277 -0.489 -2.740
H -1.766 -0.274 -3.643
H -1.953 -2.576 -2.908
H -2.235 -2.097 -1.219
H 0.289 -3.744 -2.279
H -0.401 -3.442 -0.665
H 2.305 -2.403 -1.672
H 2.034 -3.778 -0.575
H 3.583 -1.667 0.547
H 2.704 -2.704 1.691
H 2.610 0.354 1.331
H 3.057 -0.510 2.797
H -0.083 -0.656 3.979
H 1.284 -1.762 3.846
H -0.944 -2.871 3.373
H 0.203 -3.006 2.035
H -2.761 -1.687 3.174
H -3.334 -1.673 1.504
H -1.921 0.643 2.933
H -3.637 0.572 2.510
H -4.005 1.800 0.415
H -3.914 0.118 -0.148
H -2.126 2.426 -1.071
H -3.475 1.744 -2.005
Cl 4.352 5.606 -3.077
C 3.290 4.562 -2.182
C 3.341 3.196 -2.387
C 2.482 2.398 -1.659
Cl 2.504 0.650 -1.924
C 1.554 2.873 -0.715
O 0.770 2.083 -0.054
C 1.551 4.275 -0.565
Cl 0.418 4.966 0.555
C 2.395 5.107 -1.274
H 4.030 2.766 -3.100
H 2.354 6.176 -1.121
```

---

ORCA calculation (ωB97M-V/def2-TZVPD) on a molecular structure, C18H26CoF5N9OSTe.

Results
frontier orbital gap (alpha / beta): 6.8315 / 7.0052 eV
molar mass: 698.1 Da
multiplicity: 2
total energy: -3817.9843 Eh
HOMO level (alpha / beta): -7.40 / -7.56 eV

The geometry in XYZ format:
```
62
C18H26CoF5N9OSTe ωB97M-V/def2-TZVPD
Co 0.270 -0.538 0.715
N -3.141 1.910 0.022
C -1.920 1.356 0.086
S -1.887 -0.438 0.019
N -0.847 2.102 0.117
N 0.266 1.361 0.392
C 1.412 1.914 0.296
C 2.560 1.030 0.508
C 3.876 1.455 0.418
C 4.888 0.521 0.579
C 4.557 -0.801 0.822
C 3.217 -1.147 0.906
N 2.245 -0.255 0.762
H -3.883 1.296 -0.289
H -3.180 2.858 -0.323
H 1.523 2.952 0.001
H 4.095 2.494 0.216
H 5.924 0.824 0.508
H 5.317 -1.560 0.941
H 2.893 -2.163 1.096
C 0.771 -5.183 -2.126
C 1.227 -3.760 -2.364
N 0.878 -2.931 -1.228
C 0.628 -3.373 0.008
N 0.248 -2.510 0.938
C -0.295 -2.995 2.207
C -0.580 -4.484 2.216
C 0.613 -5.194 1.615
N 0.788 -4.709 0.262
C 1.273 -5.618 -0.763
H 1.156 -5.847 -2.900
H -0.320 -5.230 -2.144
H 0.738 -3.328 -3.237
H 2.309 -3.739 -2.543
H 0.762 -1.909 -1.396
H -1.224 -2.451 2.399
H 0.388 -2.746 3.026
H -1.459 -4.701 1.605
H -0.778 -4.825 3.233
H 0.470 -6.274 1.573
H 1.510 -5.005 2.222
H 0.920 -6.619 -0.512
H 2.371 -5.650 -0.768
F -2.161 -0.070 -4.764
Te -1.739 0.089 -2.934
F -3.536 -0.239 -2.489
F -1.672 -1.843 -3.039
F -2.462 1.924 -3.078
F 0.518 -0.379 -1.492
O -3.134 -0.932 0.703
C -2.342 0.636 3.353
C -0.941 0.317 3.732
N 0.043 -0.060 2.941
C 1.156 -0.191 3.747
C 0.841 0.096 5.034
N -0.497 0.416 5.009
H -2.750 -0.115 2.675
H -2.389 1.601 2.846
H -2.972 0.690 4.241
H 2.110 -0.491 3.348
H 1.422 0.102 5.938
H -1.061 0.695 5.792
```

---

ORCA calculation (ωB97M-V/def2-TZVPD) on a molecular structure, C18H26FN4O6S2SiV.

Results
charge: +2
frontier orbital gap (alpha / beta): 7.2244 / 7.2248 eV
molar mass: 556.6 Da
total energy: -3501.2301 Eh
HOMO level (alpha / beta): -14.87 / -14.87 eV

The geometry in XYZ format:
```
59
C18H26FN4O6S2SiV ωB97M-V/def2-TZVPD
V -1.691 -0.185 0.530
O 0.036 -2.843 3.104
S -0.294 -2.715 1.731
O 0.602 -3.261 0.749
O -0.464 -1.196 1.416
C -1.904 -3.438 1.464
C -2.312 -4.283 2.485
C -3.459 -5.058 2.357
C -4.206 -5.005 1.194
C -3.825 -4.148 0.168
C -2.686 -3.368 0.291
S -2.500 -2.176 -1.008
O -1.094 -1.725 -1.072
O -3.134 -2.634 -2.183
O -3.164 -0.917 -0.405
H -1.708 -4.351 3.379
H -3.752 -5.709 3.168
H -5.090 -5.616 1.077
H -4.421 -4.080 -0.732
C 0.457 5.092 1.155
Si 1.391 3.497 0.882
C 1.685 2.405 2.378
C 2.741 3.476 -0.380
N -2.482 0.662 1.662
C -3.213 1.345 2.560
C -2.872 1.380 3.929
C -3.667 2.080 4.801
C -4.799 2.753 4.327
C -5.154 2.739 2.985
C -4.362 2.035 2.111
F -4.645 1.987 0.818
H 1.014 5.941 0.754
H 0.271 5.292 2.210
H -0.504 5.057 0.641
H 2.750 2.192 2.487
H 1.182 1.444 2.310
H 1.358 2.900 3.295
H 3.708 3.754 0.042
H 2.513 4.162 -1.196
H 2.836 2.459 -0.770
H -1.995 0.840 4.261
H -3.424 2.110 5.854
H -5.419 3.302 5.023
H -6.028 3.259 2.617
N 1.505 -3.287 -1.909
C 2.869 -2.666 -2.031
C 3.042 -1.546 -1.010
N 2.093 -0.454 -1.092
H 1.427 -4.131 -2.476
H 0.771 -2.635 -2.203
H 1.276 -3.511 -0.924
H 2.962 -2.300 -3.053
H 3.601 -3.456 -1.871
H 4.052 -1.154 -1.137
H 2.997 -1.966 -0.003
H 1.149 -0.718 -0.839
H 2.090 0.007 -1.993
N 0.096 2.416 0.088
C -0.488 1.430 0.159
```

---

ORCA calculation (ωB97M-V/def2-TZVPD) on 2 unconnected molecules or ions with the total composition C18H26FNO3.

Results
frontier orbital gap: 9.2148 eV
molar mass: 323.4 Da
total energy: -1081.7888 Eh
HOMO level: -8.53 eV

The geometry in XYZ format:
```
49
C18H26FNO3 ωB97M-V/def2-TZVPD
C -4.338 -0.673 -1.084
C -3.188 0.070 -1.679
O -2.157 -0.942 -1.936
C -0.942 -0.397 -2.021
C 0.226 -1.418 -2.164
C 1.072 -1.066 -3.424
O 0.767 -0.195 -4.204
C 2.319 -1.926 -3.590
C 3.056 -2.326 -2.308
C 2.374 -3.421 -1.479
C 0.974 -3.908 -1.909
C -0.119 -2.895 -2.291
O -0.753 0.800 -1.924
H -5.220 -0.041 -1.082
H -4.566 -1.590 -1.624
H -4.126 -0.944 -0.048
H -3.455 0.588 -2.612
H -2.804 0.801 -0.969
H 2.035 -2.852 -4.122
H 3.022 -1.335 -4.188
H 4.025 -2.733 -2.617
H 3.286 -1.445 -1.686
H 3.033 -4.308 -1.430
H 2.322 -3.117 -0.423
H 1.059 -4.631 -2.741
H 0.574 -4.411 -1.011
H -0.999 -3.052 -1.650
H -0.448 -3.063 -3.323
C 0.424 3.352 0.339
C 0.069 3.162 1.789
N -0.867 2.250 2.009
F 1.031 -1.178 -1.099
C -0.786 1.522 3.110
C -1.277 0.108 2.929
C -0.208 2.073 4.281
C 0.536 3.272 4.188
C 1.147 3.945 5.414
C 0.671 3.820 2.891
H 0.650 4.397 0.104
H 1.300 2.733 0.065
H -0.417 3.008 -0.281
H -1.648 -0.325 3.862
H -2.081 0.108 2.174
H -0.450 -0.521 2.548
H -0.338 1.544 5.217
H 1.697 4.857 5.158
H 0.433 4.267 6.191
H 1.861 3.300 5.946
H 1.229 4.736 2.707
```

---

ORCA calculation (ωB97M-V/def2-TZVPD) on a molecular structure, C18H26I2N4O6PdSi2.

Results
frontier orbital gap: 7.1281 eV
molar mass: 810.8 Da
total energy: -2674.0720 Eh
HOMO level: -9.67 eV

The geometry in XYZ format:
```
59
C18H26I2N4O6PdSi2 ωB97M-V/def2-TZVPD
Pd 0.146 -0.791 -0.917
I 2.585 -1.283 -2.770
C 3.629 -2.800 -1.718
I 3.957 -2.378 0.317
H 4.587 -2.912 -2.210
H 3.014 -3.686 -1.789
C -1.227 0.381 -4.830
Si -1.627 1.089 -3.146
C -3.186 0.285 -2.526
C -1.937 2.925 -3.306
C 0.054 0.968 -2.184
Si 0.890 2.288 -1.060
C 2.612 1.695 -0.641
C 0.054 2.803 0.518
C 1.077 3.797 -2.164
H -2.061 0.523 -5.521
H -1.041 -0.692 -4.742
H -0.346 0.846 -5.279
H -3.872 0.260 -3.378
H -3.655 0.855 -1.724
H -3.028 -0.735 -2.185
H -2.814 3.064 -3.945
H -1.106 3.459 -3.763
H -2.154 3.386 -2.339
H 0.800 0.695 -2.938
H 2.634 0.780 -0.045
H 3.091 2.479 -0.048
H 3.217 1.533 -1.535
H 0.128 2.030 1.285
H -0.995 3.072 0.393
H 0.592 3.687 0.872
H 1.377 3.547 -3.184
H 1.857 4.433 -1.738
H 0.161 4.384 -2.215
N -2.276 1.191 3.972
C -2.433 0.708 2.936
N -2.690 0.111 1.776
C -1.988 0.186 0.755
N -1.409 0.237 -0.283
O 0.599 -3.239 -1.391
C -0.374 -3.000 -2.097
O -0.812 -1.781 -2.323
H -0.957 -3.771 -2.612
O -0.697 -2.277 0.845
C 0.079 -1.607 1.533
O 0.815 -0.644 1.003
C 0.231 -1.777 3.002
C 0.940 -0.846 3.753
C 1.037 -0.994 5.127
C 0.416 -2.083 5.706
C -0.298 -3.022 4.986
C -0.391 -2.860 3.615
N 0.521 -2.254 7.177
O 1.106 -1.392 7.797
O -0.092 -3.174 7.676
H 1.404 -0.005 3.259
H 1.568 -0.285 5.743
H -0.765 -3.850 5.498
H -0.947 -3.560 3.007
```

---

ORCA calculation (ωB97M-V/def2-TZVPD) on C18H26N2O2 in the gas phase.

Results
frontier orbital gap: 8.9126 eV
molar mass: 302.4 Da
total energy: -961.4607 Eh
HOMO level: -8.06 eV

The geometry in XYZ format:
```
48
C18H26N2O2 ωB97M-V/def2-TZVPD
C 3.871 1.930 -2.465
C 4.420 2.077 -1.048
H 4.341 3.119 -0.726
H 5.477 1.787 -1.006
O 3.664 1.368 -0.090
C 3.720 -0.004 -0.048
C 4.673 -0.763 -0.716
C 4.725 -2.140 -0.580
C 3.818 -2.788 0.234
C 2.853 -2.050 0.891
C 2.777 -0.667 0.762
O 1.791 -0.076 1.494
C 1.230 1.160 1.088
H 1.105 1.180 -0.001
C -0.129 1.290 1.771
C -1.111 0.233 1.271
C -2.454 0.305 1.990
H -2.893 1.294 1.840
H -2.299 0.167 3.062
C -3.431 -0.764 1.484
C -3.777 -0.575 0.045
C -4.629 0.370 -0.495
N -4.611 0.172 -1.835
N -3.810 -0.836 -2.190
C -3.292 -1.302 -1.068
C -2.346 -2.450 -1.072
H -2.225 -2.809 -2.089
H -1.374 -2.149 -0.682
H -2.727 -3.259 -0.450
H -5.124 0.679 -2.538
C -5.446 1.437 0.137
H -6.396 1.552 -0.383
H -4.923 2.394 0.108
H -5.642 1.188 1.177
H -2.984 -1.751 1.620
H -4.344 -0.722 2.085
H -1.269 0.366 0.198
H -0.668 -0.752 1.429
H 0.013 1.177 2.847
H -0.522 2.291 1.579
H 1.884 1.990 1.380
H 2.126 -2.528 1.529
H 3.851 -3.860 0.351
H 5.483 -2.696 -1.111
H 5.406 -0.280 -1.343
H 4.462 2.530 -3.151
H 2.838 2.270 -2.498
H 3.901 0.892 -2.786
```

---

ORCA calculation (ωB97M-V/def2-TZVPD) on C18H26N4O2S in the gas phase.

Results
frontier orbital gap: 8.6021 eV
molar mass: 362.5 Da
total energy: -1469.2042 Eh
HOMO level: -8.15 eV

The geometry in XYZ format:
```
51
C18H26N4O2S ωB97M-V/def2-TZVPD
C -0.218 -0.082 2.705
H -0.190 -0.727 3.589
O 0.514 -0.658 1.644
C 1.855 -0.951 1.936
C 2.797 0.254 1.729
N 2.706 0.718 0.373
C 1.856 1.678 -0.099
N 1.880 1.717 -1.403
N 2.751 0.781 -1.815
C 3.242 0.178 -0.773
C 4.296 -0.875 -0.805
C 5.672 -0.198 -0.761
H 5.782 0.409 0.136
H 5.791 0.445 -1.630
H 6.458 -0.949 -0.771
C 4.147 -1.717 -2.069
H 4.192 -1.074 -2.942
H 3.188 -2.230 -2.075
H 4.941 -2.457 -2.124
H 4.191 -1.518 0.077
S 0.941 2.742 0.934
C -0.138 3.491 -0.323
C -1.526 2.855 -0.373
O -2.518 3.548 -0.415
N -1.496 1.504 -0.377
C -2.564 0.598 -0.389
C -2.255 -0.751 -0.240
C -3.260 -1.705 -0.225
C -4.579 -1.295 -0.370
C -4.900 0.047 -0.524
C -3.887 0.995 -0.532
H -4.121 2.040 -0.645
C -6.329 0.465 -0.698
H -6.664 0.236 -1.710
H -6.975 -0.069 -0.004
H -6.441 1.534 -0.535
H -5.368 -2.033 -0.360
C -2.925 -3.159 -0.071
H -2.871 -3.634 -1.051
H -1.963 -3.283 0.420
H -3.688 -3.673 0.508
H -1.224 -1.052 -0.120
H -0.587 1.060 -0.335
H 0.378 3.367 -1.277
H -0.241 4.547 -0.079
H 3.824 -0.043 1.951
H 2.512 1.078 2.388
H 1.963 -1.320 2.965
H 2.137 -1.748 1.241
H -1.243 0.005 2.351
H 0.158 0.911 2.970
```